# 1
Here is H34N8O21S5Zn as an isolated structure at a distorted geometry from OMol25. Energies are from the ωB97M-V functional and the def2-TZVPD basis.

## Properties
Gap between HOMO and LUMO in eV: 1.6753
HOMO energy in eV: -5.08
Multiplicity: 1

XYZ file:
```
69
Properties=species:S:1:pos:R:3:nbo_charge:R:1
Zn 2.972 2.094 -1.520 0.530
S 4.977 -0.339 -5.418 2.529
S -0.144 4.573 -4.974 2.537
S -1.036 -0.464 0.381 2.565
S 6.860 0.266 1.032 2.545
S 2.311 5.352 2.469 2.595
O 2.466 4.451 1.341 -0.907
O 1.278 6.275 2.220 -1.027
O 7.912 -0.208 0.082 -0.861
O -0.689 -1.317 1.513 -1.176
O -1.791 0.679 0.880 -1.162
O 1.926 4.643 3.678 -1.066
O 4.176 0.171 -4.278 -0.900
O 5.404 -1.729 -5.161 -0.842
O 5.634 0.695 0.421 -0.879
O 3.533 6.091 2.713 -0.874
O -1.782 -1.196 -0.672 -1.155
O 6.147 0.455 -5.781 -0.879
O 7.399 1.266 1.888 -0.839
O 0.677 3.804 -4.028 -0.978
O 2.861 -3.204 -1.336 -0.985
O 0.241 -0.033 -0.186 -1.105
O 6.451 -0.815 1.961 -0.913
O 4.048 -0.508 -6.518 -0.855
O 0.677 5.082 -6.130 -0.835
O -0.726 5.731 -4.293 -1.067
O -1.152 3.734 -5.632 -0.988
N -0.114 -0.593 -4.832 -0.863
N -2.411 -4.613 4.150 -1.354
N -5.778 -2.878 -1.282 -1.099
N -2.090 4.847 -0.395 -0.856
N -1.131 1.761 5.186 -0.874
N -0.597 -6.238 -0.870 -0.977
N -6.107 2.252 1.915 -1.052
N 2.860 -2.576 3.711 -0.876
H -1.423 5.099 0.320 0.478
H -0.357 -7.175 -1.161 0.431
H -6.747 1.472 1.919 0.387
H -0.734 0.933 5.606 0.435
H -5.968 -2.483 -2.192 0.437
H 2.933 -2.086 4.590 0.451
H -0.374 -5.716 -1.706 0.466
H -6.262 2.729 2.791 0.435
H -4.816 -2.585 -1.189 0.457
H 3.700 -2.287 3.231 0.483
H -1.813 5.127 -1.325 0.488
H -6.448 2.834 1.163 0.433
H -2.947 5.373 -0.291 0.420
H -5.182 1.938 1.656 0.450
H 3.563 -2.957 -1.939 0.495
H -1.866 2.037 5.820 0.431
H -0.269 -0.867 -3.872 0.468
H 2.690 -2.411 -0.828 0.488
H 0.816 -0.659 -5.219 0.481
H -0.441 0.358 -4.744 0.478
H -0.399 2.455 5.138 0.483
H -1.719 -3.944 3.842 0.415
H -6.010 -3.841 -1.085 0.413
H 0.086 -6.163 -0.129 0.430
H -1.467 1.597 4.248 0.473
H -1.457 -6.203 -0.342 0.354
H -2.838 -5.100 3.375 0.322
H -6.276 -2.376 -0.562 0.367
H -2.274 3.855 -0.345 0.456
H -3.125 -4.172 4.712 0.398
H 2.869 -3.586 3.712 0.435
H -0.646 -1.141 -5.493 0.428
H -2.099 -5.229 4.886 0.411
H 2.036 -2.337 3.177 0.469
```

# 2
Here is a 2-piece molecular cluster, C6H12N overall at a distorted geometry from OMol25. Energies are from the ωB97M-V functional and the def2-TZVPD basis.

## Properties
Energy relative to the best compared isomer or geometry (same formula, charge and spin) in kJ/mol: 343.9
Gap between HOMO and LUMO in eV: 11.5531
HOMO energy in eV: -15.00
Multiplicity: 1
Total charge: +1

XYZ file:
```
19
Properties=species:S:1:pos:R:3:nbo_charge:R:1
N 1.673 -0.430 0.688 -0.700
C -0.938 -1.177 -0.281 -0.105
C 1.276 -1.343 1.735 -0.421
C -1.352 1.524 -1.664 -0.588
C -0.165 0.047 -0.165 0.250
C -1.191 -0.376 0.740 -0.135
C 0.025 1.199 -1.091 -0.476
H 0.914 -2.323 1.387 0.223
H 0.607 0.923 -1.913 0.238
H 0.333 2.049 -0.512 0.236
H -2.075 1.984 -0.899 0.221
H 2.317 -0.849 -0.090 0.423
H 2.094 0.468 1.020 0.418
H -1.382 2.341 -2.486 0.253
H 0.357 -0.871 2.178 0.199
H -1.739 0.663 -2.042 0.202
H 1.991 -1.504 2.507 0.236
H -1.764 -0.187 1.587 0.262
H -0.982 -2.138 -0.698 0.262
```

# 3
Here is C42H47BFN13O5S2Ti as an isolated structure at a distorted geometry from OMol25. Energies are from the ωB97M-V functional and the def2-TZVPD basis.

## Properties
Energy relative to the best compared isomer or geometry (same formula, charge and spin) in kJ/mol: 114.7
Gap between HOMO and LUMO (spin up / spin down) in eV: 6.5422 / 4.5241
HOMO energy (spin up / spin down) in eV: -14.25 / -14.25
Multiplicity: 2
⟨S²⟩: 0.78
Total charge: +3

XYZ file:
```
112
Properties=species:S:1:pos:R:3:lowdin_charge:R:1
Ti 1.293 1.599 0.096 1.233
S 3.272 -1.055 2.135 1.080
S 2.552 -3.153 0.228 1.050
F -2.299 -5.000 -0.266 0.080
O 2.165 -2.490 -3.553 0.123
O -0.436 -0.369 -0.187 -0.039
O 1.278 1.237 -1.720 -0.120
O -2.094 3.369 -0.573 0.157
O -0.395 2.205 0.306 -0.137
N 1.778 3.620 0.090 -0.007
N 4.062 3.835 3.162 -0.021
N 2.094 2.365 2.813 0.043
N 1.402 1.362 2.187 -0.039
N 1.946 -0.940 -1.413 0.057
N 2.131 -0.531 -0.177 -0.120
N 2.559 4.158 1.085 0.062
N 4.466 5.142 3.132 0.130
N 4.069 2.214 1.251 0.023
N 3.552 1.703 0.100 0.013
N -6.988 -6.873 -0.875 0.068
N -4.509 0.031 -0.434 -0.010
N -5.091 -4.776 -0.569 -0.084
C 0.521 4.469 -1.909 -0.001
C -6.209 -4.892 0.350 -0.128
C 0.967 0.767 -5.796 -0.029
C 1.693 -1.552 -5.618 0.022
C -1.625 2.323 -0.232 -0.471
C 5.781 1.489 0.072 0.017
C -5.804 -6.743 -1.804 -0.071
C 5.918 6.621 4.444 -0.019
C 1.366 4.636 -0.692 -0.276
C 4.506 0.722 -2.015 0.003
C -0.412 -0.256 2.817 -0.001
C 1.634 2.511 4.052 -0.008
C 1.429 -0.166 -3.610 -0.047
C -2.025 -2.685 -0.321 0.091
C 1.307 -0.485 -6.378 0.004
C -7.406 -5.529 -0.329 -0.075
C 3.380 -2.750 2.760 -0.448
C -3.706 1.096 -0.395 0.059
C 2.611 5.484 0.921 -0.002
C -1.674 -0.228 -0.267 -0.284
C 1.768 -1.426 -4.224 -0.209
C -4.243 -3.660 -0.492 -0.131
C 3.647 -3.663 1.582 -0.453
C 2.582 -1.491 0.645 -0.858
C 1.025 0.917 -4.451 0.013
C -4.656 -6.066 -1.074 -0.136
C -2.559 -1.391 -0.343 -0.041
C 0.640 1.573 4.276 0.030
C -4.770 -2.382 -0.517 0.068
C 1.878 5.825 -0.197 0.028
C 5.290 5.293 4.150 -0.329
C 0.520 0.873 3.090 -0.317
C 1.522 0.055 -2.225 -0.359
C 5.405 2.105 1.242 -0.019
C -6.473 0.224 -1.952 -0.050
C 5.449 4.081 4.860 0.000
C -2.843 -3.772 -0.374 -0.183
C 4.658 3.184 4.201 -0.104
C -2.341 1.033 -0.299 -0.021
C 4.595 1.264 -0.627 -0.298
C -5.969 0.255 -0.521 -0.167
C -3.952 -1.247 -0.422 -0.102
B 3.220 3.199 2.106 -0.645
H -0.955 -2.818 -0.226 0.132
H -7.554 0.360 -1.967 0.092
H 3.421 -4.702 1.818 0.098
H 4.194 -2.776 3.483 0.101
H -8.233 -5.690 0.359 0.145
H 5.181 7.322 4.835 0.084
H -0.445 4.947 -1.761 0.093
H 1.735 6.809 -0.607 0.126
H 1.264 -0.594 -7.455 0.129
H -6.145 -6.148 -2.648 0.145
H -0.011 -0.957 2.088 0.061
H 0.339 3.427 -2.158 0.047
H 2.444 -2.984 3.265 0.094
H 0.085 1.412 5.184 0.125
H -6.238 -0.722 -2.442 0.075
H -6.026 1.028 -2.537 0.089
H -6.506 -3.920 0.733 0.134
H -1.365 0.115 2.435 0.090
H 6.349 7.054 3.543 0.082
H -5.833 -2.266 -0.664 0.113
H -4.190 2.065 -0.427 0.163
H 0.669 1.591 -6.428 0.123
H 2.054 3.259 4.704 0.145
H 4.477 2.137 4.386 0.127
H -6.159 1.220 -0.056 0.131
H -3.843 -5.952 -1.783 0.142
H 4.304 -0.351 -2.037 0.081
H -7.744 -4.945 -1.183 0.144
H 0.778 1.863 -3.991 0.118
H -6.460 -0.485 0.107 0.117
H -5.537 -7.742 -2.142 0.146
H 6.781 1.277 -0.266 0.122
H 3.184 6.076 1.614 0.115
H 4.675 -3.589 1.231 0.097
H -6.740 -7.490 -0.096 0.187
H 6.059 3.906 5.730 0.113
H 5.997 2.509 2.047 0.136
H 3.752 1.242 -2.603 0.082
H -4.296 -6.718 -0.266 0.141
H 6.708 6.517 5.185 0.081
H -5.924 -5.502 1.222 0.145
H 1.013 4.948 -2.756 0.101
H 1.961 -2.502 -6.058 0.137
H -7.770 -7.320 -1.356 0.191
H 5.464 0.873 -2.509 0.101
H 2.236 -2.267 -2.599 0.068
H -0.612 -0.783 3.749 0.098
```

# 4
Here is a 2-piece molecular cluster, C3H7NO2 overall at a distorted geometry from OMol25. Energies are from the ωB97M-V functional and the def2-TZVPD basis.

## Properties
SMILES: C1CO1.NC=O
Energy relative to the best compared isomer or geometry (same formula, charge and spin) in kJ/mol: 349.6
Gap between HOMO and LUMO in eV: 10.3233
HOMO energy in eV: -9.27
Multiplicity: 1

XYZ file:
```
13
Properties=species:S:1:pos:R:3:nbo_charge:R:1
O 0.213 -0.426 -1.622 -0.639
O 0.194 1.033 0.710 -0.575
N 1.423 -1.138 0.196 -0.836
C -1.115 0.955 -0.301 -0.053
C -1.124 0.935 1.137 -0.130
C 1.042 -1.150 -1.097 0.532
H -1.353 -0.051 1.555 0.171
H 2.203 -1.708 0.479 0.388
H -1.543 1.768 1.672 0.172
H -0.957 1.851 -0.881 0.209
H 1.534 -1.906 -1.719 0.104
H 1.099 -0.321 0.742 0.436
H -1.616 0.159 -0.870 0.221
```

# 5
Here is an isolated molecule of C9H6N2O2S at a distorted geometry from OMol25. Energies are from the ωB97M-V functional and the def2-TZVPD basis.

## Properties
Energy relative to the best compared isomer or geometry (same formula, charge and spin) in kJ/mol: 6.7
Gap between HOMO and LUMO in eV: 9.6667
HOMO energy in eV: -10.06
Multiplicity: 1

XYZ file:
```
20
Properties=species:S:1:pos:R:3:nbo_charge:R:1
S 2.348 -0.865 -0.746 1.527
O 3.087 -0.370 -1.875 -0.886
O 1.027 -1.784 -1.254 -0.699
N -1.718 -2.123 3.890 -0.334
N -0.932 -1.445 1.659 -0.492
C 1.336 1.704 -0.183 -0.160
C -0.216 -1.507 -0.696 0.010
C -0.225 0.006 -0.543 0.036
C 0.300 2.642 -0.388 -0.226
C 1.065 0.414 -0.333 -0.311
C -1.270 0.881 -0.557 -0.215
C -1.293 -1.796 2.885 0.398
C -0.971 2.274 -0.572 -0.179
C -0.412 -2.102 0.711 0.200
H 0.691 3.657 -0.519 0.225
H -1.036 -2.162 -1.204 0.239
H -2.292 0.625 -0.568 0.223
H -1.900 2.993 -0.828 0.234
H 2.308 2.018 0.124 0.224
H 0.102 -3.061 0.995 0.184
```

# 6
Here is C6H12O as an isolated structure from OMol25. Energies are from the ωB97M-V functional and the def2-TZVPD basis.

## Properties
Energy relative to the best compared isomer or geometry (same formula, charge and spin) in kJ/mol: 504.6
Gap between HOMO and LUMO in eV: 8.6475
HOMO energy in eV: -9.02
Multiplicity: 1

XYZ file:
```
19
Properties=species:S:1:pos:R:3:nbo_charge:R:1
O -1.338 -1.704 1.439 -0.540
C -2.224 0.371 0.417 -0.613
C -1.329 -0.255 1.473 -0.104
C 2.257 0.838 -0.991 -0.629
C 0.152 -0.135 1.285 0.152
C 0.066 -1.617 1.145 -0.280
C 0.904 0.602 -1.674 -0.602
H 0.715 -2.217 1.796 0.232
H -3.271 0.180 0.666 0.226
H 2.935 -0.009 -1.138 0.200
H 0.554 1.487 -2.210 0.208
H 0.299 -1.888 0.100 0.238
H 0.923 -0.237 -2.377 0.202
H 2.098 0.968 0.084 0.237
H 0.162 0.374 -0.901 0.189
H 2.750 1.735 -1.379 0.204
H -1.580 0.140 2.472 0.234
H -2.014 -0.082 -0.556 0.219
H -2.059 1.451 0.347 0.228
```